[1]
{
  "formula": "C14H18N2O3",
  "method": "the ωB97M-V functional and the def2-TZVPD basis",
  "elements": ["H", "O", "H", "N", "H", "H", "C", "C", "C", "C", "H", "H", "H", "H", "H", "C", "C", "H", "H", "H", "H", "N", "H", "C", "C", "H", "C", "C", "O", "C", "C", "O", "C", "H", "H", "C", "H"],
  "xyz": [[0.117, 1.808, -0.935], [0.224, 0.527, 1.455], [4.955, 1.191, -0.133], [-1.133, -1.790, 1.509], [-0.384, -0.434, -1.485], [4.677, -1.061, 0.644], [-2.216, 1.236, 0.027], [0.732, -0.353, 0.735], [4.026, 0.689, -0.371], [2.813, -1.362, -0.271], [-1.452, -1.844, -1.394], [5.041, -1.065, -1.127], [-5.500, 1.605, 0.641], [0.164, -2.360, 0.124], [-5.770, -0.615, -0.387], [-3.398, 1.809, 0.468], [-0.219, -1.471, 0.479], [-1.568, -1.139, 2.181], [2.874, 1.121, 1.700], [-3.702, -1.377, -1.610], [2.595, -2.425, 0.021], [2.048, -0.305, 0.472], [3.779, 1.046, -1.371], [-4.799, -0.025, -0.332], [2.779, 0.918, 0.604], [-1.373, 1.502, 0.572], [1.863, 1.947, -0.153], [-4.596, 1.213, 0.238], [1.758, 3.048, 0.308], [4.282, -0.765, -0.337], [-3.558, -0.572, -0.919], [0.994, 1.372, -0.880], [-2.325, -0.026, -0.559], [-3.374, 2.749, 1.057], [-1.762, -2.535, 1.240], [-1.053, -0.988, -0.863], [2.462, -1.268, -1.350]],
  "nbo_charge": [0.531, -0.680, 0.233, -0.856, 0.206, 0.205, -0.275, 0.705, -0.405, -0.218, 0.205, 0.233, 0.205, 0.197, 0.225, -0.181, -0.107, 0.407, 0.256, 0.204, 0.225, -0.437, 0.209, -0.186, -0.129, 0.249, 0.793, -0.249, -0.577, -0.410, -0.220, -0.699, -0.007, 0.217, 0.369, -0.417, 0.181],
  "molar_mass_g_mol": 262.31,
  "homo_lumo_gap_ha": 0.3413,
  "homo_ev": -8.6,
  "total_energy_ev": -23930.1703,
  "lumo_ev": 0.648,
  "smiles": "N[C@@H](Cc1ccccc1)C(=O)N1CCC[C@H]1C(=O)O"
}

[2]
{
  "formula": "C14H18N2O4",
  "method": "the ωB97M-V functional and the def2-TZVPD basis",
  "elements": ["H", "C", "H", "C", "H", "O", "H", "C", "O", "C", "C", "H", "H", "O", "C", "H", "C", "N", "C", "C", "C", "C", "H", "C", "N", "H", "C", "H", "H", "C", "H", "H", "H", "O", "H", "H", "H", "H"],
  "xyz": [[4.177, 0.115, 3.585], [0.949, -1.161, 0.355], [-1.485, -1.692, 1.084], [2.176, -1.132, -0.294], [3.199, -0.915, -2.154], [-3.672, 2.711, 0.222], [-3.981, 1.301, -2.348], [-0.230, -0.995, -0.368], [3.254, -1.591, 1.741], [2.235, -0.938, -1.672], [-4.680, 1.909, -0.372], [1.100, -0.678, -3.463], [-1.158, 1.370, 0.053], [4.543, -1.198, -0.056], [1.063, -0.801, -2.391], [0.910, -1.313, 1.422], [-2.706, -0.671, -0.133], [-2.775, 0.464, -0.889], [-1.811, 1.546, -0.803], [-0.164, -0.835, -1.752], [-2.558, 2.880, -0.614], [4.951, -0.422, 3.043], [-2.864, 3.295, -1.586], [-4.086, 0.878, -1.344], [-1.443, -1.033, 0.318], [-5.184, 1.407, 0.457], [4.418, -1.760, 2.549], [-1.910, 3.603, -0.117], [-1.077, -0.767, -2.323], [3.451, -1.300, 0.449], [-1.192, 1.591, -1.709], [5.798, -0.589, 3.703], [4.097, -2.388, 3.382], [-3.678, -1.337, 0.155], [-4.726, -0.004, -1.389], [-5.403, 2.547, -0.901], [5.184, -2.278, 1.963], [5.276, 0.181, 2.199]],
  "nbo_charge": [0.209, -0.224, 0.413, -0.159, 0.237, -0.522, 0.190, 0.238, -0.510, -0.180, -0.077, 0.218, 0.218, -0.597, -0.202, 0.229, 0.795, -0.455, -0.240, -0.255, -0.080, -0.634, 0.159, -0.257, -0.665, 0.200, -0.074, 0.204, 0.225, 0.788, 0.196, 0.217, 0.189, -0.642, 0.255, 0.168, 0.201, 0.224],
  "molar_mass_g_mol": 278.31,
  "homo_lumo_gap_ha": 0.3357,
  "homo_ev": -8.7,
  "total_energy_ev": -25980.9265,
  "lumo_ev": 0.423,
  "smiles": "CCOC(=O)c1cccc(NC(=O)N2CCOCC2)c1"
}

[3]
{
  "formula": "C14H18N2O5",
  "method": "the ωB97M-V functional and the def2-TZVPD basis",
  "elements": ["C", "H", "C", "C", "O", "C", "H", "O", "C", "H", "C", "O", "H", "H", "C", "O", "H", "H", "H", "C", "H", "C", "H", "O", "N", "H", "H", "C", "H", "C", "H", "H", "C", "H", "C", "N", "H", "C", "H"],
  "xyz": [[-1.357, 5.707, 1.609], [-0.760, 0.048, -1.086], [0.672, 4.328, 1.277], [0.443, -1.812, -1.402], [-1.831, -0.667, -2.130], [-0.010, 3.586, 0.292], [-0.425, -6.212, 2.072], [0.709, -5.593, 0.012], [-0.964, -1.661, -2.200], [0.512, 6.090, 2.606], [0.592, 2.352, -0.262], [-0.719, -5.459, 1.760], [-2.965, 5.174, 0.091], [-0.324, -2.654, 1.150], [1.210, 0.154, -0.075], [2.381, -0.365, -0.254], [1.381, 2.743, -1.156], [1.656, 3.735, 1.668], [-0.246, 1.782, -0.970], [-1.343, 3.902, -0.099], [0.915, -3.856, -1.439], [-0.063, 5.405, 1.941], [1.309, -1.539, -1.991], [-1.229, -2.754, -3.054], [0.126, -0.738, -0.424], [1.759, 1.281, 2.662], [-1.921, 3.380, -1.035], [-0.359, -3.385, 0.319], [-0.466, -3.196, -3.366], [-1.952, 4.894, 0.559], [1.805, -2.944, -0.293], [2.918, 1.607, 1.592], [0.897, 1.384, 0.768], [-0.088, 1.152, 1.289], [0.764, -3.036, -0.750], [1.808, 1.813, 1.725], [-1.918, 6.499, 1.942], [-0.132, -4.927, 0.731], [-1.550, -3.257, 0.234]],
  "nbo_charge": [-0.232, 0.445, -0.242, -0.173, -0.580, -0.058, 0.497, -0.646, 0.820, 0.212, -0.401, -0.654, 0.207, 0.260, 0.685, -0.651, 0.245, 0.281, 0.205, -0.219, 0.249, -0.201, 0.253, -0.673, -0.698, 0.382, 0.218, -0.536, 0.496, -0.205, 0.270, 0.399, -0.181, 0.233, -0.432, -0.840, 0.214, 0.794, 0.257],
  "molar_mass_g_mol": 294.31,
  "homo_lumo_gap_ha": 0.3350,
  "homo_ev": -8.8,
  "total_energy_ev": -28021.6058,
  "lumo_ev": 0.310
}

[4]
{
  "formula": "C14H18N4O3S2",
  "method": "the ωB97M-V functional and the def2-TZVPD basis",
  "elements": ["S", "C", "N", "O", "H", "H", "C", "C", "H", "H", "C", "H", "C", "H", "O", "H", "H", "H", "H", "N", "N", "C", "S", "H", "C", "H", "C", "C", "H", "C", "H", "H", "C", "C", "O", "C", "N", "H", "H", "C", "H"],
  "xyz": [[-0.688, 3.165, -1.826], [-1.143, 0.542, 2.938], [1.159, -0.718, 1.701], [2.862, 0.333, 0.216], [1.424, -0.183, 3.680], [0.030, -2.048, 2.775], [-1.803, -0.250, 0.509], [-1.552, 1.671, -1.963], [-1.109, 0.094, 3.936], [2.273, 0.818, 2.476], [0.637, -2.353, -1.534], [0.154, 1.817, 1.751], [0.166, 1.300, 2.711], [-3.364, 2.232, -0.959], [-1.904, -1.145, -0.309], [-2.140, -1.246, 2.301], [-0.431, -2.267, -1.568], [3.619, -1.670, -0.775], [-1.996, 1.223, 2.920], [-2.256, 1.000, 0.281], [2.768, -2.087, -1.120], [-0.976, 0.855, -2.884], [1.501, -0.127, 0.167], [-1.347, -0.128, -3.110], [0.437, 2.670, -3.022], [1.235, 3.331, -3.297], [1.334, 0.314, 2.708], [-2.699, 1.369, -1.057], [-3.253, 0.515, -1.454], [2.574, -3.142, -1.937], [0.750, 0.932, -4.244], [-1.889, 1.754, 0.838], [-0.070, -1.463, 1.854], [-1.338, -0.593, 1.930], [0.514, 0.810, -0.284], [1.530, -1.566, -0.851], [1.306, -3.326, -2.195], [-0.155, -2.149, 1.009], [0.312, 2.039, 3.501], [0.163, 1.428, -3.492], [3.367, -3.752, -2.321]],
  "nbo_charge": [0.420, -0.407, -0.659, -0.960, 0.202, 0.208, 0.721, -0.204, 0.210, 0.237, -0.023, 0.223, -0.435, 0.210, -0.665, 0.244, 0.252, 0.447, 0.214, -0.608, -0.497, -0.237, 2.327, 0.229, -0.405, 0.234, -0.237, -0.258, 0.241, 0.184, 0.223, 0.396, -0.232, -0.337, -0.942, -0.275, -0.453, 0.247, 0.217, -0.256, 0.203],
  "molar_mass_g_mol": 354.46,
  "homo_lumo_gap_ha": 0.3345,
  "homo_ev": -8.5,
  "total_energy_ev": -48583.4859,
  "lumo_ev": 0.581,
  "smiles": "O=C(NCc1cccs1)[C@@H]1CCCN(S(=O)(=O)c2cnc[nH]2)C1"
}

[5]
{
  "formula": "C14H18NO4PTm",
  "method": "the ωB97M-V functional and the def2-TZVPD basis",
  "elements": ["H", "H", "H", "H", "P", "O", "H", "C", "N", "C", "O", "H", "O", "C", "C", "C", "H", "H", "H", "C", "H", "C", "H", "Tm", "H", "H", "C", "O", "C", "C", "H", "H", "C", "H", "C", "H", "H", "C", "C"],
  "xyz": [[-2.256, 0.343, 3.994], [-0.814, -4.072, 0.617], [1.023, -0.431, 3.392], [0.101, 0.863, 0.823], [-1.000, -2.093, 1.724], [-1.298, 0.228, 4.117], [1.572, 2.257, -3.072], [-1.325, 0.125, -1.540], [-1.433, -3.667, 1.330], [1.710, -2.098, 1.313], [3.896, -1.062, 1.073], [-1.909, 3.521, -3.590], [-1.177, 1.853, 2.587], [-1.611, 1.359, -2.160], [-0.009, -0.329, -1.494], [1.002, 0.418, -2.061], [1.402, 1.201, 2.877], [-0.716, -2.067, 3.094], [-2.125, -1.304, 1.452], [-0.679, 0.907, 3.126], [-0.730, 4.241, -2.525], [0.718, 0.068, 1.240], [1.947, -3.041, 0.834], [-1.400, 0.435, -4.177], [-2.654, 1.699, -2.133], [2.016, 0.047, -1.968], [2.738, -0.981, 1.064], [2.073, 0.204, 0.804], [0.336, -1.622, -0.747], [0.426, -1.371, 0.811], [-0.464, -2.327, -0.969], [-0.202, 3.707, -4.133], [0.688, 0.387, 2.759], [1.289, -2.010, -1.093], [0.775, 1.645, -2.671], [1.635, -2.219, 2.394], [-2.151, -0.413, -1.091], [-0.532, 2.123, -2.705], [-0.858, 3.478, -3.295]],
  "nbo_charge": [0.515, 0.372, 0.239, 0.241, 1.169, -0.674, 0.292, -0.257, -0.552, -0.545, -0.423, 0.234, -0.548, -0.444, -0.031, -0.093, 0.310, 0.114, 0.044, 0.768, 0.311, 0.066, 0.276, 1.861, 0.295, 0.268, 0.767, -0.501, -0.434, -0.338, 0.228, 0.258, -0.569, 0.265, -0.216, 0.259, 0.256, -0.112, -0.668],
  "molar_mass_g_mol": 464.21,
  "homo_lumo_gap_ha": [0.2760, 0.2435],
  "homo_ev": [-19.0, -19.0],
  "s_squared": 2.006,
  "total_energy_ev": -63276.4827,
  "lumo_ev": [-11.473, -12.353],
  "spin_multiplicity": 3,
  "charge": 3
}

[6]
{
  "formula": "C14H18S",
  "method": "the ωB97M-V functional and the def2-TZVPD basis",
  "elements": ["C", "C", "H", "H", "C", "C", "H", "H", "H", "C", "H", "C", "H", "H", "H", "H", "H", "C", "H", "H", "C", "H", "C", "C", "C", "C", "C", "H", "H", "H", "C", "H", "S"],
  "xyz": [[-0.511, 1.919, -0.284], [1.765, -2.280, 2.900], [-1.831, -0.546, 0.741], [0.417, 3.882, -1.157], [1.110, -0.320, 1.244], [1.667, 0.038, 2.402], [-2.597, 1.862, 0.492], [1.850, 1.061, 2.592], [2.596, -0.827, 4.219], [-1.005, -0.491, -2.420], [-1.298, 3.842, -0.816], [-1.977, 1.375, -0.226], [2.126, -0.284, -1.627], [0.730, -3.616, 1.308], [-2.401, 1.575, -1.260], [-2.653, -0.557, -0.684], [0.906, -2.000, -1.339], [-1.884, -0.136, -0.186], [-0.002, 2.151, 0.689], [-0.576, -2.708, -0.423], [0.321, 0.732, -0.764], [-0.631, 2.963, -2.130], [0.731, -1.589, 0.865], [0.120, -1.786, -0.493], [-0.524, 3.268, -1.069], [1.087, -2.612, 1.760], [-0.555, -0.419, -0.992], [2.250, -2.982, 3.612], [-1.555, 0.404, -2.711], [-1.423, -1.446, -2.742], [2.027, -0.978, 3.280], [-0.032, -0.481, -2.967], [1.753, 0.984, -1.817]],
  "nbo_charge": [-0.323, -0.240, 0.206, 0.216, 0.186, -0.338, 0.224, 0.216, 0.217, -0.625, 0.209, -0.387, 0.131, 0.214, 0.190, 0.201, 0.208, -0.391, 0.231, 0.226, 0.024, 0.196, -0.157, -0.397, -0.599, -0.193, -0.152, 0.217, 0.214, 0.224, -0.198, 0.212, 0.040],
  "molar_mass_g_mol": 218.36,
  "homo_lumo_gap_ha": [0.2977, 0.2977],
  "homo_ev": [-7.6, -7.6],
  "total_energy_ev": -25641.1643,
  "lumo_ev": [0.469, 0.469]
}